Entry 1:
Formula: C10H8N4O
Source: OMol25
Level of theory: ωB97M-V/def2-TZVPD

HOMO (alpha / beta) ... -4.70 / -8.79 eV
Frontier orbital gap (alpha / beta) ... 5.04 / 5.93 eV
Spin multiplicity ... 3

```
23
Properties=species:S:1:pos:R:3:mulliken_spin:R:1
C 0.686 -2.058 -1.785 -0.008
C -1.639 2.602 -0.334 -0.098
C -2.343 1.812 0.577 0.386
C -0.359 2.280 -0.729 0.522
C -1.796 0.665 1.114 0.524
C 0.218 1.135 -0.191 0.198
C -0.511 0.330 0.718 -0.045
C 1.473 -0.494 0.338 0.266
C 0.039 -1.821 1.899 0.002
C 1.751 -1.342 -2.202 -0.021
N -0.213 -2.672 -1.407 0.015
N 1.457 0.583 -0.392 0.064
N 2.693 -0.937 -2.754 0.033
N 0.328 -0.706 1.042 0.048
O 3.645 -0.445 -3.227 0.025
H -2.113 3.486 -0.733 0.005
H -3.341 2.108 0.867 0.026
H 0.190 2.894 -1.426 0.021
H -2.354 0.056 1.811 0.023
H 0.826 -1.945 2.646 -0.005
H -0.905 -1.640 2.406 0.008
H -0.048 -2.741 1.313 0.002
H 2.316 -1.151 0.447 0.010
```

Entry 2:
Formula: C10H9ClN2O3
Source: OMol25
Level of theory: ωB97M-V/def2-TZVPD

HOMO ... -9.16 eV
SMILES ... COC(=O)c1ccc(Cn2cc(Cl)cn2)o1
Frontier orbital gap ... 9.70 eV
Spin multiplicity ... 1
Relative energy (zero: lowest compared OMol25 entry of this formula, charge and spin) ... 1.083 eV

```
25
Properties=species:S:1:pos:R:3:nbo_charge:R:1
C -4.182 -1.999 0.590 -0.261
H -5.083 -1.528 0.191 0.191
H -4.268 -2.054 1.677 0.197
H -4.048 -2.989 0.163 0.198
O -3.032 -1.251 0.223 -0.489
C -2.928 -0.035 0.768 0.743
O -3.735 0.440 1.530 -0.584
C -1.714 0.660 0.331 0.137
C -1.267 1.917 0.664 -0.219
C -0.061 2.098 -0.039 -0.315
C 0.143 0.945 -0.752 0.289
O -0.852 0.076 -0.527 -0.363
C 1.264 0.525 -1.650 -0.262
N 2.365 -0.026 -0.896 -0.145
C 3.195 0.628 -0.057 -0.068
C 4.051 -0.325 0.452 -0.167
C 3.651 -1.534 -0.140 -0.070
N 2.631 -1.324 -0.946 -0.247
H 4.063 -2.513 -0.011 0.219
Cl 5.329 -0.076 1.564 0.030
H 3.132 1.682 0.116 0.225
H 1.614 1.382 -2.233 0.226
H 0.917 -0.268 -2.315 0.259
H 0.566 2.966 -0.027 0.230
H -1.753 2.603 1.325 0.244
```